{
  "formula": "C49H91F9IN3O14PS2",
  "method": "ωB97M-V with the def2-TZVPD basis set",
  "gap_ha": 0.2468,
  "total_charge": 1,
  "energy_ev": -148927.28511,
  "max_force_ev_per_a": 5.85,
  "homo_energy_ev": -10.69,
  "spin_multiplicity": 1,
  "lumo_ev": -3.980,
  "elements": ["C", "C", "C", "C", "C", "N", "C", "C", "O", "I", "C", "N", "C", "O", "C", "C", "C", "C", "C", "C", "C", "P", "O", "O", "C", "S", "S", "O", "O", "C", "F", "F", "C", "F", "F", "C", "F", "F", "C", "F", "F", "F", "N", "C", "C", "O", "C", "C", "O", "H", "H", "H", "H", "H", "H", "H", "H", "H", "H", "H", "H", "H", "H", "H", "H", "H", "H", "H", "H", "H", "H", "H", "H", "H", "H", "H", "H", "H", "H", "H", "C", "C", "O", "C", "C", "H", "H", "H", "H", "H", "H", "H", "H", "H", "H", "C", "C", "O", "C", "C", "H", "H", "H", "H", "H", "H", "H", "H", "H", "H", "C", "C", "O", "C", "C", "H", "H", "H", "H", "H", "H", "H", "H", "H", "H", "C", "C", "O", "C", "C", "H", "H", "H", "H", "H", "H", "H", "H", "H", "H", "C", "C", "O", "C", "C", "H", "H", "H", "H", "H", "H", "H", "H", "H", "H", "C", "C", "O", "C", "C", "H", "H", "H", "H", "H", "H", "H", "H", "H", "H"],
  "xyz": [[-1.228815, 3.625316, 0.271259], [-0.072386, 2.556555, 0.117883], [0.720177, 2.938329, -1.209397], [2.052597, 2.084415, -1.298638], [2.212533, 1.206551, -2.604044], [1.612998, 1.801613, -3.820500], [1.937913, 3.189667, -4.233272], [2.886644, 3.262631, -5.472157], [3.606140, 2.411991, -5.850839], [2.777203, 5.143112, -6.581136], [0.808638, 1.134819, -4.568514], [0.282632, 1.709613, -5.777279], [-1.113285, 2.178748, -5.761230], [-1.493304, 2.701248, -4.481895], [-2.870592, 2.997088, -4.486347], [-3.360944, 4.359765, -4.625834], [-4.784596, 4.672181, -4.620115], [-5.795770, 3.639361, -4.506372], [-5.314908, 2.270862, -4.364651], [-3.894375, 1.960555, -4.374934], [0.642572, 0.667485, -6.774019], [-0.364018, 0.637740, -8.405398], [-0.625681, 2.233979, -8.919157], [0.740442, -0.002470, -9.509179], [0.381836, -0.692777, -5.847796], [-1.117839, -1.471541, -6.617074], [1.742931, -1.926701, -6.162840], [2.976530, -1.189356, -5.875396], [1.753658, -2.257101, -7.578550], [1.673241, -3.382210, -4.993510], [2.849269, -3.342807, -4.286198], [0.681612, -3.125376, -4.075389], [1.607530, -4.823125, -5.632115], [2.045971, -5.687711, -4.658589], [2.539866, -4.944482, -6.638083], [0.233257, -5.268327, -6.253034], [0.448524, -6.530598, -6.766114], [-0.189113, -4.509495, -7.304183], [-0.981561, -5.402639, -5.251488], [-1.717398, -4.257494, -5.124029], [-0.673786, -5.878339, -4.027706], [-1.844543, -6.312531, -5.812062], [0.325841, -0.218345, -4.469485], [-0.909512, -0.464035, -3.701115], [-0.717166, -0.334717, -2.133826], [-1.806681, -1.117405, -1.581429], [-2.296034, -0.531720, -0.399304], [-3.400746, 0.567844, -0.544163], [-1.906734, -0.897633, 0.664597], [-0.804281, 4.529574, 0.781912], [-2.063680, 3.235256, 0.903207], [-1.631463, 3.961548, -0.718141], [-0.435036, 1.501309, 0.087749], [0.614525, 2.657331, 1.000816], [1.040715, 4.006483, -1.041765], [0.072081, 2.898452, -2.119220], [2.983986, 2.690401, -1.129986], [2.022897, 1.359760, -0.437466], [1.886286, 0.143433, -2.486421], [3.320536, 1.139814, -2.806831], [2.473038, 3.708784, -3.388212], [0.981449, 3.751244, -4.391171], [-1.293107, 2.953072, -6.547283], [-1.811617, 1.320746, -5.990931], [-2.640044, 5.204585, -4.734170], [-5.136378, 5.721712, -4.700251], [-6.887648, 3.819064, -4.486352], [-6.052118, 1.442015, -4.245537], [-3.644845, 0.875813, -4.292440], [1.735319, 0.737581, -7.030347], [0.084692, 2.798051, -8.551377], [0.416100, -0.895239, -9.739221], [-2.215197, -0.920627, -6.012588], [-1.763747, 0.209505, -3.955525], [-1.286599, -1.511262, -3.848034], [0.216662, -0.851054, -1.782484], [-0.778359, 0.736350, -1.824758], [-3.135300, 1.223830, -1.407224], [-3.469681, 1.093312, 0.432470], [-4.361112, 0.015533, -0.739343], [1.223266, -5.260246, -1.539190], [1.622506, -5.527741, -0.099562], [1.118130, -4.562608, 0.809637], [-0.295146, -4.456283, 0.894763], [-0.973201, -5.732652, 1.360889], [1.488012, -4.240125, -1.827021], [1.725428, -5.959012, -2.209949], [0.147418, -5.374267, -1.685184], [2.710610, -5.481328, -0.020796], [1.331841, -6.536553, 0.211661], [-0.709608, -4.116367, -0.060688], [-0.497618, -3.665309, 1.619644], [-0.864961, -6.534909, 0.627408], [-2.040217, -5.562650, 1.515108], [-0.530356, -6.082914, 2.295627], [-2.214555, -10.743270, 3.142805], [-1.788137, -10.318968, 4.537672], [-0.462745, -10.702138, 4.867154], [0.565727, -10.161712, 4.055392], [0.640338, -8.645031, 4.097303], [-2.050126, -11.812645, 2.998425], [-3.272318, -10.523420, 2.985649], [-1.647441, -10.216860, 2.371744], [-2.435308, -10.808734, 5.267697], [-1.919265, -9.240688, 4.679835], [0.466813, -10.522026, 3.025939], [1.502467, -10.571107, 4.439001], [-0.244837, -8.187762, 3.649518], [1.514125, -8.291233, 3.546491], [0.703794, -8.292071, 5.128669], [3.993410, 6.703271, -3.067976], [2.577333, 7.046473, -2.639667], [2.231763, 6.533174, -1.362481], [3.006460, 7.002667, -0.264090], [2.914510, 8.501305, -0.051080], [4.165631, 5.625685, -2.995878], [4.167498, 7.021190, -4.097413], [4.736537, 7.195771, -2.438672], [1.875976, 6.595492, -3.347565], [2.404124, 8.126399, -2.676912], [4.048466, 6.683699, -0.370607], [2.615685, 6.497635, 0.621876], [3.366186, 9.053733, -0.878419], [3.433746, 8.786250, 0.864466], [1.871262, 8.815723, 0.019952], [0.697869, -2.726074, 6.694318], [0.221199, -1.760270, 5.623765], [1.265384, -0.990157, 5.047858], [2.281284, -1.716739, 4.375281], [1.772174, -2.521494, 3.192107], [1.285479, -2.203143, 7.451638], [-0.154384, -3.207786, 7.177860], [1.329715, -3.511665, 6.274080], [-0.468964, -1.045438, 6.076885], [-0.341467, -2.282939, 4.842836], [2.823071, -2.355262, 5.080778], [2.997388, -0.974394, 4.015089], [1.111365, -3.329908, 3.510769], [2.605184, -2.967727, 2.647468], [1.203186, -1.884288, 2.510849], [2.202141, 6.919302, 5.360954], [2.832698, 8.038153, 4.550386], [2.210860, 8.247018, 3.290526], [0.843454, 8.624679, 3.319143], [0.590428, 9.941430, 4.032280], [2.149153, 6.000408, 4.773528], [2.785539, 6.729001, 6.263499], [1.185265, 7.170618, 5.669513], [3.870577, 7.775223, 4.336237], [2.859936, 8.972199, 5.120650], [0.236054, 7.821412, 3.749163], [0.533930, 8.724440, 2.276044], [0.810943, 9.868912, 5.099053], [-0.455022, 10.236188, 3.926869], [1.224802, 10.728937, 3.620473], [-1.139117, -0.791641, 9.629957], [-2.422176, -0.256774, 9.018411], [-3.215787, -1.257532, 8.399953], [-3.688113, -2.294357, 9.245516], [-4.589505, -1.803775, 10.365277], [-0.573581, -1.367731, 8.895005], [-0.517394, 0.030184, 9.990282], [-1.342544, -1.450409, 10.476811], [-2.166667, 0.456589, 8.231978], [-3.012448, 0.294467, 9.758012], [-2.847946, -2.873673, 9.642560], [-4.257945, -2.971718, 8.605907], [-4.042582, -1.183528, 11.078345], [-5.010558, -2.648991, 10.912355], [-5.404943, -1.198491, 9.964126]],
  "atomic_forces_ev_per_a": [[0.3, -0.3, 0.4], [-0.2, 1.1, -0.8], [1.0, 0.2, 1.6], [-0.5, -0.5, 0.0], [1.8, -0.2, 0.8], [-0.3, -0.7, 0.0], [0.0, 1.2, 0.6], [-0.6, 0.2, 0.0], [-0.2, -0.2, 0.4], [-0.2, -0.4, 0.5], [-2.3, 0.0, -1.4], [1.7, 0.4, 0.1], [-1.7, -0.5, -0.5], [0.0, -0.2, -0.5], [-3.4, 0.8, -0.1], [-0.6, -0.8, 0.2], [0.0, -1.6, 0.1], [2.6, -1.1, 0.3], [1.0, 1.4, -0.3], [-0.4, 1.0, 0.0], [1.5, 0.0, 0.7], [-1.6, 0.0, -2.3], [2.1, -1.1, 1.7], [-0.7, 0.7, 1.5], [-1.8, 0.4, -1.1], [-0.3, -1.5, 1.0], [3.8, 3.2, -3.1], [-1.7, -0.8, 1.5], [-1.8, -0.9, 1.4], [0.9, -0.2, 2.0], [-1.3, 0.1, -1.1], [0.5, -0.6, -1.2], [1.2, -0.6, -0.5], [-1.3, 0.8, -0.9], [-1.1, 0.8, 1.0], [-0.5, -1.5, -0.5], [0.0, 1.3, 0.9], [0.8, -0.2, 1.3], [-2.4, -1.0, 0.0], [1.4, -1.0, 0.0], [0.2, 0.8, -1.2], [1.1, 1.0, 0.5], [1.1, 0.3, -0.2], [-0.8, -0.4, 2.0], [0.0, -0.9, -0.8], [-0.1, 1.3, 0.1], [-0.8, 0.6, 0.4], [0.6, -1.2, -0.3], [0.1, -0.2, -0.3], [-0.5, -0.7, -0.5], [0.6, 0.4, -0.5], [0.3, -0.4, 0.8], [0.2, 0.8, 0.1], [-0.5, -0.2, -0.9], [-0.5, -0.9, -0.5], [0.4, -0.1, 0.7], [-1.0, -0.4, -0.4], [0.2, 0.5, -0.9], [-0.1, 1.2, -0.3], [-1.1, 0.0, -0.1], [-0.5, -0.6, -0.7], [1.0, -0.5, -0.1], [0.5, -0.6, 0.6], [0.6, 0.7, 0.1], [-0.6, -0.9, 0.2], [0.6, -0.8, 0.0], [1.0, 0.1, -0.1], [0.8, 0.8, -0.2], [0.0, 1.1, 0.0], [-0.8, 0.0, 0.4], [-0.3, 0.2, -0.7], [0.2, 0.5, 0.1], [0.9, 0.1, 0.0], [0.9, -0.3, -0.1], [0.8, 0.9, -0.1], [-0.6, 0.8, -0.4], [0.2, -0.8, -0.1], [-0.5, -0.3, 0.7], [0.1, -0.2, -0.9], [0.8, 0.7, 0.0], [-0.2, -0.1, 0.0], [0.0, 0.1, 0.0], [0.2, 0.1, 0.0], [-0.1, 0.0, 0.1], [0.1, -0.2, -0.1], [0.1, 0.0, 0.0], [0.0, 0.0, 0.1], [0.0, 0.0, 0.0], [-0.1, 0.1, 0.2], [-0.1, 0.0, -0.1], [-0.1, 0.0, 0.0], [0.2, 0.0, -0.1], [-0.1, 0.0, 0.0], [0.0, 0.0, 0.0], [0.0, 0.1, 0.0], [0.1, 0.1, -0.1], [0.0, -0.1, 0.0], [0.0, -0.1, 0.1], [0.1, 0.0, 0.0], [-0.2, 0.1, 0.0], [-0.1, 0.0, 0.1], [0.0, 0.0, 0.0], [-0.1, 0.0, 0.0], [0.2, 0.0, 0.1], [0.0, 0.0, -0.1], [0.0, 0.1, -0.1], [-0.1, -0.1, 0.1], [0.1, 0.0, 0.0], [0.0, 0.0, 0.0], [0.1, 0.0, 0.0], [0.1, 0.1, 0.1], [0.1, 0.0, 0.0], [-0.2, -0.3, -0.1], [0.0, 0.1, 0.2], [0.1, 0.1, -0.3], [0.0, 0.0, 0.0], [0.0, 0.0, 0.0], [0.0, 0.0, -0.1], [-0.1, 0.0, 0.1], [0.1, 0.0, 0.0], [0.0, 0.1, 0.0], [-0.1, -0.1, -0.1], [0.0, 0.0, 0.0], [-0.1, -0.1, 0.0], [0.0, 0.0, 0.1], [0.2, -0.2, -0.1], [0.0, 0.0, 0.1], [0.0, 0.2, 0.0], [0.0, 0.0, -0.1], [-0.1, 0.0, 0.1], [-0.1, 0.0, 0.0], [0.0, 0.0, 0.0], [-0.1, 0.0, 0.0], [0.1, 0.1, -0.1], [0.0, -0.1, 0.0], [0.0, -0.1, 0.0], [-0.1, 0.1, 0.1], [0.1, -0.1, -0.1], [-0.1, 0.0, 0.0], [0.1, 0.0, 0.0], [-0.2, 0.1, 0.0], [0.0, -0.1, 0.1], [0.1, -0.1, -0.2], [-0.1, 0.1, 0.0], [0.1, 0.0, 0.2], [0.1, 0.0, 0.0], [0.0, 0.0, -0.1], [0.0, 0.0, 0.1], [-0.1, 0.1, -0.2], [-0.1, 0.0, 0.0], [0.0, 0.0, 0.1], [0.2, -0.1, 0.0], [-0.1, 0.0, 0.0], [0.0, 0.0, 0.0], [-0.1, 0.0, -0.1], [-0.1, -0.2, 0.2], [0.1, 0.0, 0.0], [0.0, 0.0, -0.2], [-0.1, 0.0, 0.1], [0.1, 0.2, 0.1], [0.0, 0.1, 0.0], [0.0, 0.0, 0.0], [0.0, 0.1, 0.0], [-0.1, -0.1, -0.1], [0.0, 0.0, 0.1], [0.0, 0.0, 0.1], [0.1, 0.1, -0.1], [0.0, -0.1, 0.0], [0.0, 0.0, 0.0], [0.0, -0.1, 0.0]],
  "mulliken_charge": [-1.316, -0.618, 0.299, -1.380, -0.239, 0.553, -0.285, 0.159, -0.412, 0.012, -1.887, 0.882, -1.054, 0.520, 0.022, -0.403, -0.542, -0.533, -0.894, 0.152, -0.190, 0.180, -0.500, -0.488, -1.010, 0.106, 1.528, -0.728, -0.655, 0.523, -0.284, -0.070, 0.436, -0.218, -0.263, 0.514, -0.282, -0.210, 0.599, -0.177, -0.209, -0.279, 1.490, 0.111, -0.052, -0.285, 0.441, -0.579, -0.473, 0.362, 0.378, 0.217, 0.331, 0.521, 0.265, -0.112, 0.362, 0.614, 0.027, 0.567, 0.290, 0.529, 0.682, 0.276, 0.365, 0.378, 0.398, 0.360, 0.399, 0.587, 0.347, 0.349, 0.149, -1.031, 0.832, 0.133, -0.302, 0.083, 0.257, 0.328, -0.600, -0.752, -0.297, 0.167, -1.225, 0.105, 0.446, 0.244, 0.350, 0.328, -0.077, 0.367, 0.279, 0.472, 0.183, -1.009, -0.290, -0.429, -0.412, -0.694, 0.296, 0.384, 0.220, 0.332, 0.286, 0.310, 0.339, -0.019, 0.399, 0.305, -1.067, -0.292, -0.391, -0.285, -1.084, 0.207, 0.351, 0.359, 0.240, 0.425, 0.337, 0.276, 0.375, 0.337, 0.257, -1.149, 0.082, -0.463, -0.642, -0.624, 0.271, 0.357, 0.351, 0.202, 0.139, 0.333, 0.375, 0.144, 0.419, 0.195, -1.068, -0.339, -0.358, -0.229, -1.168, 0.278, 0.398, 0.265, 0.326, 0.312, 0.301, 0.296, 0.284, 0.397, 0.308, -0.880, -0.399, -0.430, -0.282, -1.077, 0.105, 0.400, 0.296, 0.343, 0.366, 0.268, 0.353, 0.266, 0.397, 0.281]
}